[1]
# C33H90O12

A 12-piece molecular cluster, C33H90O12 overall (ωB97M-V/def2-TZVPD, the OMol25 dataset).

```
135
Properties=species:S:1:pos:R:3:forces:R:3
C 6.80541 4.96692 -2.02242 -1.1191 -0.2102 -0.3999
C 6.18083 4.84753 -0.62668 0.9875 -0.0672 0.9416
C 4.92871 4.00742 -0.38280 0.2196 0.4439 -0.7215
O 7.17769 4.31683 0.21796 0.9893 -0.9208 1.0622
H 7.18003 4.03338 -2.44225 -0.4529 -0.4825 0.3864
H 7.70206 5.58235 -2.09564 -0.3426 0.5658 0.4680
H 6.01609 5.32046 -2.68582 0.2584 0.2744 -0.3960
H 5.97331 5.80723 -0.15340 -0.3711 0.6001 -0.8015
H 5.07814 2.94386 -0.56885 0.0087 0.0772 -0.4008
H 4.16762 4.46106 -1.01766 -0.3903 -0.4987 -0.0455
H 4.60751 4.08395 0.65598 0.1577 0.2461 -0.0201
H 7.74342 5.02453 0.53531 0.0471 -0.0410 -0.0824
C -7.52965 -5.25513 3.97850 0.8685 1.2926 -0.1336
C -7.23887 -4.48148 2.68272 0.1582 -0.4704 -1.0230
C -8.12420 -3.21024 2.50403 1.2181 -0.2676 0.0995
O -5.82847 -4.15199 2.50272 -0.6949 0.6170 0.7734
H -6.76341 -5.99712 4.20312 -0.2320 -0.3457 -0.4623
H -8.53550 -5.66410 3.88304 0.1172 -0.0810 0.4366
H -7.41245 -4.54476 4.79688 -0.5676 0.0088 0.2871
H -7.48545 -5.18550 1.88795 -0.1465 0.0659 -0.3146
H -9.14874 -3.38216 2.83399 0.0860 0.0238 -0.0277
H -8.10180 -2.82703 1.48386 -0.1852 -0.4756 -0.2190
H -7.67362 -2.37670 3.04281 -0.1189 -0.1248 0.5640
H -5.36745 -4.72122 1.88220 -0.4892 -0.2362 0.0139
C 3.53212 -3.69554 3.17502 0.0472 -0.5595 0.2573
C 4.48750 -2.62067 3.63813 -0.5162 0.5250 -0.8775
C 5.65513 -3.14299 4.47037 0.6447 0.0841 -0.4867
O 4.95140 -1.96814 2.41348 0.5064 -0.5803 1.1576
H 4.07104 -4.35429 2.49405 0.0726 -0.1947 0.1191
H 2.66577 -3.34793 2.61226 0.0938 0.4180 0.1784
H 3.17894 -4.26677 4.03355 -0.1003 -0.1635 -0.0286
H 3.94916 -1.84058 4.17642 -0.0464 -0.0545 0.3344
H 5.40791 -3.48828 5.47424 -0.2206 -0.0009 -0.1633
H 6.45516 -2.40827 4.56101 -0.2954 0.6462 0.3392
H 6.21847 -3.91449 3.94545 -0.4863 -0.6006 -0.1140
H 5.89787 -2.00258 2.57035 0.2925 0.4816 -0.7283
C -4.01071 5.87443 -3.10997 0.6833 -1.2314 -0.3752
C -5.04603 4.74701 -2.91670 -0.4012 -0.6073 0.3204
C -4.43004 3.35527 -2.57251 0.8087 0.2873 -0.6460
O -5.87760 5.07398 -1.82838 -0.2260 0.1791 1.0025
H -3.40513 5.62489 -3.98123 0.0741 0.1911 -0.2391
H -3.31318 5.81497 -2.27449 0.0007 -0.0055 0.2239
H -4.30672 6.92162 -3.17215 -0.7278 -0.3587 -0.0994
H -5.79198 4.58902 -3.69561 0.5497 0.3783 -0.7436
H -3.99501 2.80681 -3.40800 0.0235 0.3111 -0.3692
H -5.11502 2.63158 -2.13075 -0.4386 0.4596 0.0572
H -3.59655 3.48460 -1.88210 0.0309 0.1036 0.2662
H -5.43540 4.64369 -1.09290 -0.3818 0.2869 0.6155
C -1.41910 -8.09624 -0.34960 -0.0307 -0.5509 -1.5927
C -1.37840 -7.33853 -1.74664 1.0518 -0.3274 0.1673
C 0.07190 -6.89914 -2.14578 -1.0798 0.6379 1.1602
O -1.83043 -8.16185 -2.79648 -0.6584 -1.2011 0.0382
H -0.98128 -9.08951 -0.44876 1.3004 0.2642 -0.2825
H -2.35930 -8.54748 -0.03259 -0.8533 1.2743 -0.0778
H -0.94537 -7.51285 0.43992 -0.1054 -0.1323 -0.0885
H -2.05254 -6.48202 -1.75315 0.1740 0.3969 0.5463
H 0.37719 -6.17677 -1.38876 0.5782 -0.1915 0.1995
H 0.08999 -6.30918 -3.06216 -0.2799 -0.2384 -0.2718
H 0.75415 -7.74397 -2.24012 -0.1030 0.0508 0.2059
H -1.67638 -7.70327 -3.62569 0.0073 0.0337 -0.0132
C 3.80999 2.72353 -7.55491 0.0571 0.0046 0.9368
C 2.91743 3.86949 -6.98835 1.9941 -1.3651 0.2435
C 2.35292 3.57082 -5.53406 -0.3456 1.0758 -1.6401
O 3.82439 5.03374 -6.95626 -1.4953 -0.5064 0.7480
H 4.47451 2.33838 -6.78149 -0.2231 -0.1001 0.3881
H 4.55285 3.09339 -8.26164 -0.5398 0.0978 -0.5664
H 3.23272 1.88217 -7.93829 0.0302 0.0673 -0.2041
H 2.10026 3.95463 -7.70466 -0.1682 0.7655 0.1902
H 2.84850 2.82719 -4.90995 0.5862 0.4114 -0.2325
H 1.31708 3.23607 -5.58949 -0.0655 -0.1162 -0.3242
H 2.27532 4.57015 -5.10580 0.2836 -0.1926 0.6042
H 4.01760 5.30857 -7.85556 -0.1083 -0.1452 -0.1275
C 5.88069 -1.38580 -2.99179 -1.0761 1.6717 1.1543
C 5.32653 -2.84960 -2.93078 3.2468 3.4450 -1.7728
C 4.36391 -2.93741 -4.10345 -1.1885 -0.4422 1.2919
O 6.58061 -3.43743 -3.27529 0.3500 -2.4550 -0.1277
H 6.74023 -1.12160 -2.37575 -0.0903 -0.7672 0.7340
H 5.12471 -0.65212 -2.71200 -0.3038 0.2410 -0.0235
H 6.28202 -1.04921 -3.94768 -0.5226 -0.7816 -0.5231
H 5.04904 -3.11774 -1.91137 -0.6555 -0.1824 -0.3533
H 4.45121 -2.15636 -4.85871 0.8038 -0.3146 -0.0502
H 3.40848 -2.66986 -3.65214 -0.5240 -0.4431 -0.1429
H 4.33286 -3.94493 -4.51824 -0.1446 0.1420 -0.1022
H 6.95425 -3.84245 -2.48918 0.0930 -0.0990 -0.0721
C -6.47469 2.22709 4.80858 -1.2444 -0.5511 0.3211
C -7.30448 2.88541 3.68669 -0.3810 -1.3416 0.2387
C -8.48497 3.65449 4.23920 0.2277 0.4932 0.8933
O -6.44729 3.60951 2.82735 0.0673 0.8558 0.1702
H -7.13442 1.73469 5.52300 -0.4464 0.2053 0.1240
H -5.93340 2.96302 5.40315 0.3602 -0.0257 -0.3695
H -5.90307 1.34928 4.50722 0.6788 0.5089 -0.4729
H -7.77292 2.16513 3.01597 0.0589 -0.8605 0.3272
H -9.25537 3.87659 3.50079 0.3987 0.5729 -0.0689
H -8.12750 4.47944 4.85545 -0.0764 0.7886 -0.6520
H -9.01626 3.12407 5.02945 0.1228 -0.8503 -0.2567
H -5.73017 2.99097 2.67013 0.2624 0.1840 -0.2721
C -0.23066 0.14485 0.09307 0.9427 0.3521 0.3801
C -1.08103 0.39155 1.37422 1.4038 0.7422 -0.9066
C -0.89086 1.87319 1.88405 0.4679 -1.0437 0.3213
O -2.40956 0.16875 1.03971 -1.5765 0.0335 0.0808
H -0.25226 1.01330 -0.56528 -0.3482 -0.1377 -0.2103
H -0.43094 -0.77817 -0.45100 -0.8516 0.1085 0.0501
H 0.82842 -0.01070 0.29861 0.2338 0.3541 0.5410
H -0.75045 -0.37601 2.07398 0.0302 0.3532 0.6186
H 0.09266 1.96163 2.34554 0.4009 -0.0054 -0.4839
H -1.50540 2.22213 2.71392 -0.6898 -0.5672 -0.1843
H -0.98675 2.60316 1.08028 0.0415 -0.1996 -0.1170
H -2.64006 -0.73841 1.25314 -0.0747 0.0218 -0.0860
C -2.38323 -1.53373 -7.95579 0.9426 0.5272 -1.8617
C -1.69680 -2.30336 -6.89197 -1.8808 -0.7243 2.1242
C -2.29856 -1.92078 -5.51815 0.7729 0.9742 -0.2712
O -2.01268 -3.70527 -7.02468 1.4235 -0.1723 -0.5232
H -1.94352 -1.81602 -8.91240 0.1154 -0.1604 -0.1991
H -2.11671 -0.47954 -7.88003 -0.5643 0.2130 0.2092
H -3.44418 -1.72883 -8.11216 -0.1166 0.2156 0.6692
H -0.62693 -2.09490 -6.89595 0.0624 -0.7448 -0.2182
H -3.35476 -1.75395 -5.72964 -0.2255 -0.3978 0.6979
H -1.91459 -0.97763 -5.12936 0.0302 0.3817 -0.3057
H -2.04171 -2.60917 -4.71302 -0.4566 -0.4405 -0.3419
H -2.96380 -3.83502 -7.01264 -0.0998 0.3242 0.0375
C 3.84514 2.92324 9.07880 0.9139 0.0221 0.3927
C 3.70721 1.67834 8.22664 2.9087 1.1997 0.6188
C 3.85748 0.36025 8.99545 -1.5580 0.6922 -0.6303
O 2.57157 1.85068 7.51528 -2.9444 -0.7228 -1.0198
H 4.05056 3.83946 8.52524 -0.2300 -0.1671 -0.4289
H 4.74756 2.77495 9.67190 -0.1687 0.1539 0.5581
H 2.95661 3.11135 9.68148 0.1019 -0.2578 0.2260
H 4.50558 1.72654 7.48611 0.7081 -0.1842 0.0282
H 4.88836 0.00738 9.02506 -0.2582 0.0612 0.3614
H 3.21722 -0.32512 8.44009 0.3707 -0.6553 -0.1265
H 3.31799 0.46169 9.93713 0.5939 -0.1618 0.4358
H 2.31523 0.97130 7.22790 -0.4611 0.0624 -0.4472
O 1.33141 5.78549 5.92972 0.1224 0.1857 -0.1068
H 1.54947 4.88102 6.15473 0.1256 -0.2934 0.0794
H 0.41074 5.87841 6.17458 -0.2254 0.0616 0.0506
```
Positions in Å, forces in eV/Å.

Output
DFT total energy = -2213.9437 Ha
Structure (SMILES) = CC(C)O.CC(C)O.CC(C)O.CC(C)O.CC(C)O.CC(C)O.CC(C)O.CC(C)O.CC(C)O.CC(C)O.CC(C)O.O
Orbital gap = 9.511 eV
Strongest force on any atom = 5.055 eV Å⁻¹
M = 679.071 g/mol
LUMO level = -0.00089 hartree
Total charge = 0
Energy above the lowest of the compared OMol25 structures with the same formula, charge and spin = 578.1 kJ/mol

---

[2]
# C10H15IO2

One molecule with the formula C10H15IO2 (ωB97M-V/def2-TZVPD, the OMol25 dataset).

```
28
Properties=species:S:1:pos:R:3:forces:R:3
C -1.14945 -2.00500 -0.04347 0.9905 0.1529 -0.5255
C 0.15759 -0.70618 -1.73461 0.7662 -1.0656 -0.8503
C 0.30630 0.81196 -1.58942 -0.5444 1.4874 -2.5086
C 0.25170 -1.28819 -0.25467 -3.9403 1.3442 -1.2394
C -2.35950 -1.61943 0.46863 1.5996 1.4662 1.7077
C -0.01369 1.16002 -0.15615 -0.7972 2.3071 0.3347
C 0.52075 -0.00019 0.66876 0.3592 -3.6072 -0.7861
C 0.48713 2.60950 0.18290 -0.2554 1.1124 -2.5669
C 2.07253 0.01857 0.60966 0.7113 1.2992 1.9027
C -0.07494 -0.33055 2.03177 0.0046 0.5911 1.3300
O -1.36235 -3.23298 -0.10700 1.0409 -1.1573 -0.5285
O -3.54986 -1.50840 0.12541 -2.9007 -0.7911 -0.4245
I -2.27058 1.32858 0.14932 1.1436 0.3474 -0.3676
H -0.78118 -1.09021 -2.32232 1.6576 1.0138 1.2170
H 1.05326 -1.04677 -2.32322 -0.9635 -0.0662 0.4293
H 1.33360 1.27718 -1.86654 -1.2616 -1.2541 0.7077
H -0.32491 1.32790 -2.40456 0.5266 -0.5031 1.6182
H 0.97462 -2.05197 -0.23782 0.9852 -0.8600 0.5442
H 0.04235 3.47080 -0.56845 1.3605 -2.5961 1.0128
H 1.61297 2.56584 0.13107 -1.2162 0.5880 0.1108
H 0.10437 3.10070 1.04984 0.1252 -0.5601 1.3290
H 2.43749 0.05231 -0.38988 0.1242 -0.1925 -0.9258
H 2.70791 -0.73662 1.16048 -1.4324 0.4075 -0.4144
H 2.36667 0.99002 1.02664 0.3451 -0.2281 0.1654
H 0.43516 -1.22190 2.45944 0.2447 0.8434 -0.0628
H -1.11815 -0.71940 1.99818 0.6998 0.9109 -0.2186
H -0.03065 0.56632 2.72051 0.0890 -1.1110 -0.4799
H -3.82911 -1.72190 -0.78448 0.5379 0.1210 -0.5105
```
Positions in Å, forces in eV/Å.

Output
DFT total energy = -838.0239 Ha
Orbital gap = 7.886 eV
Strongest force on any atom = 4.344 eV Å⁻¹
M = 294.132 g/mol
LUMO level = 0.00431 hartree
Total charge = 0

---

[3]
# C28H36N6O7PS2Se2Ti

C28H36N6O7PS2Se2Ti as an isolated structure (ωB97M-V/def2-TZVPD, the OMol25 dataset).

```
83
Properties=species:S:1:pos:R:3:forces:R:3
Ti 0.60576 -0.32121 -1.27564 0.4561 -0.2218 0.9310
Se 0.23766 1.03127 2.71047 0.1532 -0.1108 -0.5044
P -0.75548 -0.93903 2.68217 0.2702 -0.1039 0.7665
Se -0.28460 -2.62470 1.41012 -0.0407 0.0246 0.3752
C -0.33790 -1.41529 4.40660 -0.0103 -0.0420 -0.1479
C 0.60395 -2.39615 4.67485 -0.0789 -0.0681 -0.0065
C 1.03538 -2.60462 5.97740 0.0538 0.0459 0.0690
C 0.53401 -1.82774 7.00927 0.0607 -0.0444 0.0393
C -0.42591 -0.85968 6.74329 -0.0873 0.0796 0.0040
C -0.86151 -0.65271 5.44706 0.0177 -0.1159 0.0347
C -2.55797 -0.68250 2.82410 0.1888 -0.1142 -0.1900
C -3.31390 -1.80900 3.13755 -0.0862 0.0389 -0.0458
C -4.67643 -1.68923 3.34597 0.0531 -0.0645 0.0526
C -5.28721 -0.44715 3.24280 -0.0494 0.0349 0.0035
C -4.53526 0.67066 2.92105 -0.0562 0.0441 0.0067
C -3.16797 0.55702 2.71006 -0.0120 -0.0250 -0.0268
H 0.99115 -2.99620 3.86095 -0.0116 0.0166 -0.0039
H 1.77490 -3.36781 6.17991 0.0250 -0.0256 0.0264
H 0.89495 -1.96818 8.02008 -0.0356 -0.0421 0.0230
H -0.82667 -0.25348 7.54533 -0.0050 -0.0102 0.0382
H -1.59031 0.11587 5.22299 -0.0061 0.0385 0.0807
H -2.82468 -2.77233 3.21660 -0.0185 -0.0098 -0.0138
H -5.25674 -2.56471 3.60281 -0.0503 -0.0224 -0.0042
H -6.34975 -0.35153 3.41990 -0.0479 0.0042 -0.0080
H -5.00874 1.64086 2.84826 -0.0295 0.0168 -0.0271
H -2.57868 1.43373 2.47352 0.0879 -0.0213 0.0312
N 2.07537 -0.77469 0.28104 0.0979 0.1087 0.1457
C 3.02488 0.32704 0.28154 0.2943 0.0780 -0.4593
C 4.41475 0.00838 0.86878 -0.0704 0.2704 0.1973
C 4.70933 0.80893 2.14893 0.0251 0.0877 -0.2740
C 5.09703 2.27496 1.87542 -0.0577 -0.4323 0.3044
N 4.13623 2.98347 1.04451 -0.0753 -0.1238 -0.4288
C 2.94748 3.41220 1.44021 0.2548 0.4931 -0.0567
N 2.69097 3.68378 2.72970 -0.0530 -0.1824 0.0451
N 2.03085 3.72550 0.52102 -0.2286 -0.0806 -0.0393
C 3.07105 0.87592 -1.16788 0.8102 0.5688 1.1445
O 3.80638 1.83729 -1.41525 -0.1514 -0.1123 -0.1681
O 2.28276 0.30078 -1.96865 0.6274 -0.1575 -1.1001
H 1.74109 -0.97538 1.22429 -0.1997 0.0098 -0.1522
H 2.48250 -1.63107 -0.09492 -0.0478 0.0605 0.1469
H 2.55305 1.09834 0.89080 -0.1353 -0.0701 -0.0578
H 5.18991 0.21019 0.12528 0.0137 -0.0680 -0.0024
H 4.45167 -1.05600 1.10823 0.0167 0.0085 -0.0459
H 5.54198 0.34592 2.68214 -0.0198 0.0422 0.0713
H 3.83024 0.76704 2.79945 0.0122 -0.0214 0.0581
H 6.04068 2.29722 1.32927 -0.0023 0.0955 0.0842
H 5.24738 2.79703 2.82337 0.0971 0.0968 -0.1012
H 4.18102 2.71338 0.04005 -0.0770 0.0538 0.1886
H 3.32156 3.32899 3.42765 -0.0498 -0.0215 0.0065
H 1.72769 3.76484 3.01740 0.0215 -0.0808 0.0136
H 2.09635 3.33325 -0.41133 0.0908 -0.0513 0.0301
H 1.08746 3.90422 0.82725 0.0166 -0.0596 0.0148
O -0.93548 -0.21285 -0.13948 -1.4062 1.0436 0.4433
S -1.05568 1.34679 -0.38955 0.3212 -0.4468 0.2008
N 0.25815 1.59186 -1.13805 -0.7126 1.1733 -0.1081
C -4.57725 2.55242 -4.36643 0.0096 -0.0831 0.0119
C -3.40958 1.69405 -4.75840 -0.0017 0.0058 -0.0303
C -2.10192 2.14498 -4.62000 0.0854 -0.1351 -0.0359
C -1.03089 1.32702 -4.94855 0.1191 0.1635 0.0851
C -1.27744 0.05872 -5.43784 0.2657 -0.4751 0.1694
C -2.57078 -0.40194 -5.61967 -0.0909 -0.0182 -0.0751
C -3.62879 0.41686 -5.26825 0.0532 0.0123 0.0208
S 0.12098 -0.96428 -5.82420 0.1400 -0.4790 -0.4165
O 0.50117 -0.76219 -7.19225 -0.1046 0.0104 -0.1794
O 1.15952 -0.78778 -4.84371 -0.4534 0.0113 0.3859
N -0.51296 -2.51257 -5.82283 0.1250 -0.0509 0.6133
C -0.97871 -3.27774 -4.64046 0.2208 0.7203 0.5256
C -0.02783 -3.44326 -3.42864 0.0210 0.6043 -0.6041
C 0.18199 -2.22376 -2.54968 -0.5636 -1.6728 -0.8831
O 1.17651 -2.21558 -1.78510 0.3458 -0.3090 -0.3268
O -0.66352 -1.27899 -2.49513 -0.0070 0.0798 -0.7792
H -4.27989 3.59164 -4.24466 -0.0369 0.0382 0.0163
H -5.00537 2.20046 -3.42627 -0.0002 0.0488 0.0428
H -5.36155 2.49264 -5.11973 -0.0402 0.0736 -0.0188
H -1.91096 3.13824 -4.23869 -0.0019 0.0718 0.0224
H -0.01077 1.67292 -4.83507 -0.0185 -0.0208 0.1099
H -2.73949 -1.38179 -6.04334 -0.0271 -0.0231 0.0439
H -4.64538 0.06287 -5.37906 -0.0302 -0.0398 -0.0647
H 0.08647 -3.06896 -6.41859 0.0262 0.1412 -0.2300
H -1.21943 -4.27027 -5.02332 -0.1117 0.1138 0.0380
H -1.89150 -2.79531 -4.28316 -0.0429 -0.1682 -0.0610
H 0.96278 -3.76268 -3.75596 -0.0175 -0.1007 0.1070
H -0.43003 -4.19918 -2.74972 -0.0168 -0.1036 -0.0918
```
Positions in Å, forces in eV/Å.

Output
DFT total energy = -8734.0494 Ha
Orbital gap (spin up / spin down) = 7.179 / 6.703 eV
2S+1 = 2
Strongest force on any atom = 1.974 eV Å⁻¹
M = 869.526 g/mol
LUMO level (spin up / spin down) = 0.00066 / -0.02225 hartree
Total charge = 0
⟨S²⟩ = 0.765

---

[4]
# C4H11NO2

One molecule with the formula C4H11NO2 (ωB97M-V/def2-TZVPD, the OMol25 dataset).

```
18
Properties=species:S:1:pos:R:3:forces:R:3
C -0.54397 2.34184 -0.79956 0.2944 0.0276 0.4174
O -1.33736 1.18781 -0.69806 -0.4092 -1.1899 1.3362
C -0.96243 0.26624 0.42947 -0.6685 2.3497 -2.5698
N 0.23936 -0.35958 0.01716 0.8933 -1.7476 3.2587
C 0.04213 -1.29305 -1.07693 0.2373 -0.1075 -0.0328
C 0.74629 -1.07949 1.32658 -0.0669 0.9592 -1.8570
O 1.95876 -1.70326 1.07487 0.3759 -0.2661 -0.0773
H -0.74072 3.01971 0.04249 0.0199 0.0640 -0.0820
H 0.52782 2.10671 -0.80162 -0.0878 -0.0176 -0.0707
H -0.80107 2.84631 -1.73184 -0.0331 -0.0781 0.0722
H -1.83548 -0.39879 0.50773 0.1380 0.0907 0.0879
H -0.80412 0.86748 1.33517 -0.0935 -0.2310 -0.0873
H -0.11845 -0.72215 -1.98863 -0.0536 -0.0836 -0.0357
H -0.80732 -1.97030 -0.92161 -0.1012 0.0185 0.0504
H 0.94280 -1.89829 -1.18161 -0.0550 0.0536 -0.0705
H 0.85870 -0.28913 2.08099 -0.2205 -0.0697 -0.1528
H 0.07533 -1.86767 1.69668 -0.1002 0.2174 -0.2565
H 2.55973 -1.05440 0.68871 -0.0694 0.0104 0.0697
```
Positions in Å, forces in eV/Å.

Output
DFT total energy = -364.1869 Ha
Structure (SMILES) = COCN(C)CO
Orbital gap = 10.308 eV
Strongest force on any atom = 3.804 eV Å⁻¹
M = 105.137 g/mol
LUMO level = 0.03340 hartree
Total charge = 0
Energy above the lowest of the compared OMol25 structures with the same formula, charge and spin = 213.3 kJ/mol

---

> strongest force on any atom of number 3 (C28H36N6O7PS2Se2Ti)?

1.974 eV Å⁻¹

---

> The lowest strongest force on any atom belongs to which entry?

C28H36N6O7PS2Se2Ti

---

> What is the DFT total energy in the fourth record?

-364.1869 Ha

---

> Among the records above, which one has the lowest strongest force on any atom?

C28H36N6O7PS2Se2Ti